{"formula": "C64H128N20O10P4", "method": "ωB97M-V/def2-TZVPD", "symbols": ["N", "C", "C", "C", "C", "H", "H", "H", "H", "H", "N", "C", "C", "C", "C", "H", "H", "H", "H", "H", "N", "C", "C", "C", "C", "H", "H", "H", "H", "H", "N", "C", "C", "C", "C", "H", "H", "H", "H", "H", "N", "C", "C", "C", "C", "H", "H", "H", "H", "H", "N", "C", "C", "C", "C", "H", "H", "H", "H", "H", "N", "C", "C", "C", "C", "H", "H", "H", "H", "H", "N", "C", "C", "C", "C", "H", "H", "H", "H", "H", "O", "P", "N", "C", "C", "N", "C", "C", "N", "C", "C", "H", "H", "H", "H", "H", "H", "H", "H", "H", "H", "H", "H", "H", "H", "H", "H", "H", "H", "O", "P", "N", "C", "C", "N", "C", "C", "N", "C", "C", "H", "H", "H", "H", "H", "H", "H", "H", "H", "H", "H", "H", "H", "H", "H", "H", "H", "H", "O", "P", "N", "C", "C", "N", "C", "C", "N", "C", "C", "H", "H", "H", "H", "H", "H", "H", "H", "H", "H", "H", "H", "H", "H", "H", "H", "H", "H", "O", "P", "N", "C", "C", "N", "C", "C", "N", "C", "C", "H", "H", "H", "H", "H", "H", "H", "H", "H", "H", "H", "H", "H", "H", "H", "H", "H", "H", "C", "C", "O", "C", "O", "O", "C", "H", "H", "H", "H", "H", "H", "H", "H", "C", "C", "O", "C", "O", "O", "C", "H", "H", "H", "H", "H", "H", "H", "H"], "positions_angstrom": [[1.7332, 5.0523, 2.1101], [1.3826, 5.0728, 0.7820], [2.2746, 5.8863, 0.0592], [3.1190, 6.3861, 0.9834], [2.7794, 5.8881, 2.2243], [1.2518, 4.5560, 2.8464], [0.5821, 4.4422, 0.4243], [2.1931, 6.0075, -1.0109], [3.9367, 7.0458, 0.7332], [3.2060, 6.1218, 3.1886], [5.5339, -1.4995, -0.4775], [6.4193, -2.4743, -0.8215], [6.1040, -3.6691, -0.1975], [4.8884, -3.4698, 0.4863], [4.5135, -2.1258, 0.2400], [5.5153, -0.5321, -0.7672], [7.2430, -2.1949, -1.4617], [6.6860, -4.5773, -0.2514], [4.2682, -4.1673, 1.0296], [3.6951, -1.4676, 0.4915], [-5.0293, -0.8574, 2.1236], [-4.0489, -1.8252, 1.9044], [-3.0058, -1.6016, 2.7678], [-3.4225, -0.5728, 3.6689], [-4.7304, -0.1297, 3.2248], [-5.8967, -0.8712, 1.6063], [-4.1701, -2.5514, 1.1143], [-2.0889, -2.1585, 2.6430], [-2.8283, -0.0827, 4.4260], [-5.3351, 0.7201, 3.5052], [-1.4250, 4.4198, 2.7992], [-0.7875, 3.7089, 3.8145], [-1.0287, 4.4749, 4.8787], [-1.7192, 5.6488, 4.6352], [-1.8364, 5.6012, 3.2675], [-1.6453, 4.1081, 1.8641], [-0.4445, 2.7133, 3.5747], [-0.7229, 4.1499, 5.8621], [-2.0856, 6.3937, 5.3261], [-2.3202, 6.3041, 2.6054], [-2.5482, 2.0139, -8.2190], [-3.4704, 1.0850, -8.5116], [-3.4750, 0.1234, -7.4500], [-2.4906, 0.5186, -6.5365], [-2.0434, 1.7165, -6.9732], [-2.3577, 2.7705, -8.8604], [-3.9565, 1.2785, -9.4564], [-4.0095, -0.8108, -7.3604], [-2.2436, 0.0418, -5.5994], [-1.2960, 2.3307, -6.4930], [-0.9163, -7.3141, 1.8481], [-0.9932, -6.0924, 1.1951], [-1.9139, -6.2287, 0.1954], [-2.5505, -7.4394, 0.3208], [-1.9103, -8.0963, 1.3590], [-0.3416, -7.4453, 2.6682], [-0.3369, -5.2900, 1.4983], [-2.1442, -5.4384, -0.5036], [-3.4140, -7.7375, -0.2552], [-2.1375, -9.1084, 1.6596], [-4.3209, -4.6346, -3.2592], [-3.9555, -3.3211, -2.9039], [-4.5719, -2.9940, -1.6499], [-5.2398, -4.1543, -1.2202], [-5.0275, -5.1154, -2.2081], [-3.9934, -5.0418, -4.1235], [-3.3261, -2.6892, -3.5130], [-4.6116, -2.0506, -1.1257], [-5.8534, -4.2524, -0.3369], [-5.4636, -6.1006, -2.2825], [0.7754, 5.2360, -5.9260], [1.6422, 4.1813, -5.8322], [1.7051, 3.6826, -4.5232], [0.7273, 4.4216, -3.7783], [0.2940, 5.4171, -4.6404], [0.6808, 5.8811, -6.6974], [2.3187, 3.9851, -6.6509], [2.3804, 2.9066, -4.1943], [0.3569, 4.3256, -2.7684], [-0.4125, 6.2150, -4.4651], [1.8110, -0.0946, -1.2553], [0.3335, -0.2923, -1.1521], [-0.4170, 0.3027, 0.3065], [0.0234, -0.2980, 1.6002], [-0.6989, 1.7782, 0.3632], [-0.0619, -1.9651, -1.1135], [0.7002, -2.8779, -1.9690], [-1.3550, -2.5884, -0.6445], [-0.6410, 0.3134, -2.4271], [-0.0645, 0.6598, -3.6704], [-2.0861, 0.0584, -2.4897], [1.0982, -0.2199, 1.7637], [-0.1798, -1.3678, 1.5526], [-0.5457, 0.1056, 2.4377], [-1.0211, 2.0500, 1.3684], [-1.5356, 2.0429, -0.2834], [0.2162, 2.3080, 0.0989], [1.2991, -2.2985, -2.6716], [1.3534, -3.4526, -1.3124], [-0.0315, -3.5471, -2.4217], [-1.0064, -3.4321, -0.0489], [-1.9861, -1.8866, -0.0994], [-1.9368, -3.0756, -1.4270], [-0.1923, -0.0951, -4.4462], [-0.5003, 1.5187, -4.1808], [0.9888, 0.9358, -3.6189], [-2.3595, -0.9045, -2.9213], [-2.5084, 0.8099, -3.1568], [-2.5015, 0.1854, -1.4900], [0.0547, 0.7282, 5.0862], [1.0171, 0.2169, 6.0586], [2.4236, -0.6301, 5.4136], [2.1604, -1.5453, 4.2287], [3.5804, -0.9945, 6.1467], [0.3741, -0.8694, 7.2524], [1.1581, -1.6465, 8.1439], [-1.0816, -0.9739, 7.4853], [1.7118, 1.4698, 7.0073], [1.1783, 1.9995, 8.2470], [2.4948, 2.5130, 6.2404], [2.5171, -1.0992, 3.3003], [1.0750, -1.6370, 4.1878], [2.5918, -2.5417, 4.3242], [4.3517, -0.9089, 5.3813], [3.5030, -2.0349, 6.4624], [3.8061, -0.2938, 6.9506], [0.7668, -1.6121, 9.1606], [1.0890, -2.6919, 7.8434], [2.1454, -1.1976, 8.0344], [-1.3741, -0.5178, 8.4310], [-1.5589, -0.4085, 6.6849], [-1.4235, -2.0072, 7.5446], [1.2128, 1.2471, 9.0349], [1.7637, 2.8426, 8.6138], [0.1475, 2.3054, 8.0679], [3.2147, 3.0014, 6.8971], [1.8116, 3.2620, 5.8401], [3.1268, 2.0869, 5.4611], [6.8745, 0.8582, 0.0676], [5.9442, 1.8972, 0.4364], [6.5678, 3.4853, 0.3140], [5.8630, 4.6613, 0.8678], [7.4402, 3.7474, -0.8593], [5.3525, 1.7973, 2.0915], [6.1734, 2.2374, 3.2197], [4.1004, 1.0510, 2.3839], [4.6200, 1.8980, -0.6045], [4.6553, 1.3806, -1.9535], [3.5082, 2.8335, -0.4665], [5.0934, 5.0692, 0.2125], [6.5540, 5.4592, 1.1399], [5.2702, 4.4092, 1.7470], [6.8857, 3.7945, -1.7965], [8.1431, 2.9174, -0.9308], [7.9955, 4.6745, -0.7167], [6.3151, 1.4410, 3.9503], [7.1899, 2.4594, 2.8947], [5.5626, 2.9742, 3.7412], [4.0884, 0.2786, 1.6149], [4.1132, 0.5061, 3.3278], [3.2321, 1.6961, 2.2493], [3.7364, 0.8725, -2.2461], [4.9644, 2.1164, -2.6959], [5.4104, 0.6004, -2.0502], [3.2438, 2.8971, 0.5891], [2.6663, 2.4334, -1.0314], [3.8368, 3.7512, -0.9543], [-2.9106, 4.3241, 0.1862], [-4.3480, 4.5657, -0.2875], [-5.0031, 6.1193, -0.2645], [-4.5111, 7.0761, 0.7431], [-6.3701, 6.3947, -0.8196], [-5.5446, 3.5634, 0.4148], [-6.2504, 3.8739, 1.7065], [-5.5137, 2.0949, 0.2484], [-4.5038, 4.3168, -1.9951], [-3.3688, 4.6469, -2.8758], [-5.7787, 4.0620, -2.7199], [-3.4223, 7.0690, 0.7952], [-4.9470, 6.8432, 1.7146], [-4.7777, 8.1067, 0.5085], [-6.6647, 7.3811, -0.4615], [-7.1754, 5.7447, -0.4774], [-6.3085, 6.4209, -1.9076], [-7.0317, 3.2181, 2.0908], [-5.5516, 3.9851, 2.5356], [-6.6334, 4.8942, 1.6816], [-6.3537, 1.5180, 0.6355], [-5.4476, 1.9142, -0.8245], [-4.6801, 1.6497, 0.7915], [-3.5155, 4.4999, -3.9458], [-3.1333, 5.7016, -2.7334], [-2.5179, 4.0223, -2.6039], [-5.6129, 3.2374, -3.4132], [-6.1325, 4.9512, -3.2418], [-6.5426, 3.7582, -2.0042], [-0.0029, -2.9803, -6.0247], [0.3537, -4.4941, -6.3424], [0.2503, -5.3217, -5.2111], [-0.9150, -5.8607, -4.7930], [-2.0341, -5.5303, -5.1810], [-0.6141, -6.7809, -3.8485], [-1.6080, -7.3879, -3.1170], [-1.0680, -3.1018, -5.8278], [0.0559, -2.3596, -6.9188], [0.4975, -2.5908, -5.1382], [1.3585, -4.5250, -6.7637], [-0.2580, -4.8883, -7.1540], [-1.3161, -8.4122, -2.8850], [-2.5743, -7.3515, -3.6200], [-1.7491, -6.9201, -2.1426], [2.3780, -6.1917, -0.1199], [1.7707, -6.9326, -1.3578], [2.5182, -8.1786, -1.4753], [1.9699, -9.2658, -1.9174], [0.7461, -9.4670, -2.0960], [2.9416, -10.2513, -2.0184], [2.5150, -11.5439, -2.4730], [3.4042, -5.8784, -0.3116], [2.5537, -6.7591, 0.7941], [1.8385, -5.3150, 0.2384], [1.8484, -6.2997, -2.2418], [0.7580, -7.2480, -1.1068], [3.3502, -12.2430, -2.4304], [2.1375, -11.4490, -3.4912], [1.7009, -12.0068, -1.9153]], "lowdin_charge": [0.054, -0.134, -0.125, -0.168, -0.150, 0.115, 0.084, 0.098, 0.103, 0.110, 0.026, -0.147, -0.125, -0.120, -0.110, 0.061, 0.107, 0.085, 0.068, 0.076, -0.011, -0.134, -0.115, -0.067, -0.128, 0.139, 0.085, 0.084, 0.069, 0.097, 0.021, -0.136, -0.174, -0.079, -0.153, 0.081, 0.090, 0.089, 0.096, 0.093, 0.002, -0.135, -0.091, -0.130, -0.154, 0.151, 0.103, 0.084, 0.075, 0.097, 0.027, -0.134, -0.161, -0.114, -0.135, 0.150, 0.100, 0.083, 0.101, 0.107, 0.043, -0.116, -0.127, -0.116, -0.164, 0.120, 0.081, 0.078, 0.091, 0.105, 0.012, -0.156, -0.100, -0.100, -0.151, 0.146, 0.101, 0.081, 0.087, 0.100, -0.292, 0.635, -0.264, -0.103, -0.085, -0.286, -0.093, -0.091, -0.282, -0.150, -0.085, 0.058, 0.053, 0.065, 0.059, 0.055, 0.058, 0.073, 0.069, 0.073, 0.059, 0.057, 0.040, 0.066, 0.064, 0.069, 0.056, 0.078, 0.071, -0.279, 0.619, -0.299, -0.070, -0.169, -0.318, -0.138, -0.099, -0.300, -0.116, -0.089, 0.047, 0.064, 0.083, 0.079, 0.078, 0.082, 0.084, 0.087, 0.054, 0.073, 0.056, 0.080, 0.071, 0.081, 0.079, 0.074, 0.066, 0.058, -0.268, 0.572, -0.287, -0.119, -0.100, -0.284, -0.119, -0.094, -0.281, -0.128, -0.099, 0.041, 0.083, 0.057, 0.070, 0.071, 0.076, 0.069, 0.083, 0.072, 0.046, 0.061, 0.066, 0.063, 0.081, 0.064, 0.063, 0.067, 0.075, -0.311, 0.641, -0.292, -0.116, -0.084, -0.280, -0.096, -0.119, -0.301, -0.111, -0.125, 0.064, 0.073, 0.079, 0.078, 0.073, 0.061, 0.081, 0.075, 0.056, 0.070, 0.068, 0.069, 0.079, 0.073, 0.062, 0.079, 0.064, 0.065, -0.039, -0.204, 0.022, -0.508, 0.086, 0.005, -0.070, 0.056, 0.076, 0.057, 0.115, 0.122, 0.089, 0.094, 0.060, -0.064, -0.123, 0.046, -0.529, 0.067, -0.020, -0.060, 0.056, 0.075, 0.050, 0.127, 0.103, 0.090, 0.092, 0.088], "homo_lumo_gap_ha": 0.27859, "relative_energy_kj_mol": 10.4, "e_tot_ev": -155875.9425, "spin_multiplicity": 1}